# 1
C22H56BN13O9 | ωB97M-V with the def2-TZVPD basis set

- HOMO energy (Eh) = -0.332
- orbital gap (Eh) = 0.347
- SMILES string = CCB(O)[C@@H]1C[C@](CCCCOC)(CCC(C)C)C(=O)N1.NC(N)=O.NC(N)=O.NC(N)=O.NC(N)=O.NC(N)=O.NC(N)=O
- net charge = 0
- max |F| (Eh/bohr) = 0.0389

CARTESIAN COORDINATES (ANGSTROEM)
C -2.7194 -1.7062 3.1248
C -3.8136 -2.4586 2.3601
B -3.2747 -3.4268 1.2235
O -3.9604 -3.5490 0.0434
C -1.9450 -4.2216 1.4243
C -1.4564 -5.2037 0.3535
C -0.3431 -6.0478 1.0800
C 0.9172 -5.1318 1.0121
C 1.9044 -5.4442 -0.1155
C 2.7301 -4.2082 -0.5537
C 2.7925 -3.0647 0.4420
O 1.7433 -2.1543 0.1447
C 1.3815 -1.3103 1.2328
C -0.3454 -7.3965 0.3444
C 0.7689 -8.4303 0.5835
C 1.0788 -8.8572 2.0212
C 1.8736 -10.1771 1.9338
C 1.9682 -7.8477 2.7610
C -0.9995 -6.0990 2.4490
O -1.0348 -7.0319 3.2237
N -1.6833 -4.8779 2.7321
H -3.1583 -1.0794 3.9015
H -2.1305 -1.0600 2.4763
H -2.0306 -2.3812 3.6308
H -4.4629 -1.7124 1.8887
H -4.4249 -3.0320 3.0608
H -4.4623 -2.7564 -0.1449
H -1.2277 -3.3762 1.3999
H -1.1390 -4.7281 -0.5690
H -2.2923 -5.8830 0.1493
H 1.4272 -5.1755 1.9751
H 0.5574 -4.1161 0.8702
H 1.3550 -5.8046 -0.9825
H 2.5919 -6.2114 0.2281
H 3.7555 -4.5367 -0.7365
H 2.3794 -3.8231 -1.5092
H 3.7464 -2.5329 0.3415
H 2.7294 -3.4021 1.4775
H 1.9054 -0.3602 1.1566
H 1.5508 -1.7834 2.1994
H 0.3228 -1.0784 1.1217
H -0.3354 -7.1641 -0.7211
H -1.2950 -7.8961 0.5342
H 0.4421 -9.3309 0.0560
H 1.7039 -8.1430 0.1016
H 0.1780 -9.0716 2.5891
H 2.7981 -9.9993 1.3779
H 1.3183 -10.9285 1.3727
H 2.1293 -10.5507 2.9227
H 2.6783 -7.3807 2.0805
H 2.5534 -8.3763 3.5151
H 1.3995 -7.0923 3.2962
H -2.5609 -5.2180 3.1188
N 2.9533 3.2768 1.2170
C 1.6980 2.7764 1.0070
N 1.0034 3.3689 -0.0083
O 1.2360 1.8676 1.6783
H 3.3446 4.0269 0.6798
H 3.4923 2.8675 1.9552
H 0.0805 3.0237 -0.1905
H 1.3676 4.1176 -0.5722
N -0.2574 8.3746 -1.9221
C 0.0975 7.2305 -1.2732
N -0.8992 6.3245 -1.0680
O 1.2498 7.0117 -0.9130
H -1.1937 8.5614 -2.2263
H 0.4550 9.0712 -2.1025
H -0.6391 5.4787 -0.6017
H -1.8470 6.4503 -1.3644
N 0.7828 12.9287 -2.7449
C 1.0556 11.8343 -3.4961
N 1.5025 12.0651 -4.7646
O 0.9147 10.6972 -3.0555
H 0.8998 13.8717 -3.0619
H 0.4510 12.7866 -1.8055
H 1.7095 11.2662 -5.3327
H 1.6269 12.9822 -5.1469
N 1.4700 4.7107 -5.7059
C 0.8058 5.3033 -4.6613
N 1.3434 6.4722 -4.2125
O -0.1968 4.8080 -4.1717
H 2.2955 5.0921 -6.1246
H 1.0982 3.8484 -6.0544
H 0.8836 6.9293 -3.4417
H 2.1674 6.8877 -4.6005
N -6.7502 -7.9090 -1.0730
C -5.5368 -7.2706 -1.0293
N -5.4671 -6.2065 -0.1733
O -4.5906 -7.6290 -1.7062
H -7.5419 -7.6335 -0.5257
H -6.8319 -8.6928 -1.6914
H -4.6009 -5.7031 -0.1266
H -6.2357 -5.8979 0.3894
N 1.7610 12.1109 0.7375
C 1.2953 13.3823 0.9213
N 1.7657 14.0217 2.0330
O 0.5099 13.9194 0.1524
H 2.4018 11.6626 1.3633
H 1.4379 11.6012 -0.0640
H 1.4402 14.9550 2.1969
H 2.4063 13.6067 2.6811

These are the Löwdin partial charges, in e, on atoms 1 to 4: number 1, C, carries -0.12; number 2, C, carries -0.15; number 3, B, carries -0.45; number 4, O, carries 0.15

# 2
C22H56O10 | ωB97M-V with the def2-TZVPD basis set

- HOMO energy (Eh) = -0.340
- orbital gap (Eh) = 0.370
- SMILES string = CC(C)O.CC(C)O.COCCOC.COCCOC.COCCOC.COCCOC
- net charge = 0
- max |F| (Eh/bohr) = 0.0595

CARTESIAN COORDINATES (ANGSTROEM)
C -1.1656 -1.5776 -5.6948
C -0.6479 -2.8697 -5.0479
C 0.0468 -3.7536 -5.9989
O 0.1730 -2.6500 -3.9028
H -1.8457 -1.1909 -4.9595
H -1.8048 -1.8432 -6.5516
H -0.4377 -0.8129 -5.9980
H -1.5495 -3.4338 -4.7033
H 1.0868 -3.4958 -6.2519
H -0.7343 -3.7063 -6.8326
H 0.0433 -4.8622 -5.6204
H -0.3452 -2.5165 -3.0745
C -4.1091 1.2418 -1.3708
C -2.8610 0.5666 -2.0026
C -1.9286 1.4528 -2.8259
O -2.1310 0.0775 -0.8697
H -3.8276 2.0981 -0.7726
H -4.6659 0.5514 -0.8043
H -4.7826 1.4820 -2.1837
H -3.2361 -0.2645 -2.6974
H -1.8348 2.4372 -2.3048
H -2.3024 1.7101 -3.8050
H -0.9298 1.0960 -2.9906
H -1.3658 -0.3271 -1.2334
C -3.8611 4.4074 3.2053
O -2.8733 3.5011 2.6182
C -2.0395 4.1068 1.5360
C -0.9914 3.1603 0.9843
O 0.0889 3.9185 0.5511
C 0.1267 4.2171 -0.8150
H -4.8391 4.0045 3.0115
H -3.8111 5.3550 2.6958
H -3.7136 4.4979 4.2844
H -1.5228 5.0090 1.9798
H -2.6691 4.4466 0.7077
H -1.3333 2.3529 0.2810
H -0.6045 2.6199 1.8062
H -0.1414 3.4117 -1.4386
H 1.1255 4.5134 -1.0484
H -0.5974 4.9433 -0.8939
C 1.7009 -0.9946 -0.7019
O 0.3531 -1.4058 -0.7132
C 0.2146 -2.7570 -0.5292
C -1.2464 -3.0722 -0.4529
O -1.6416 -3.1397 -1.8038
C -3.0473 -3.2947 -2.1089
H 2.0895 -1.2150 0.2974
H 1.7410 0.0557 -0.9141
H 2.2509 -1.6099 -1.4571
H 0.7470 -3.0900 0.3722
H 0.5323 -3.2969 -1.3832
H -1.7324 -2.2321 0.0428
H -1.4655 -3.9847 0.1193
H -3.6208 -2.5586 -1.5927
H -3.2934 -4.3363 -2.0138
H -3.0953 -3.1166 -3.1369
C 3.5083 3.7142 1.0762
O 2.9915 2.4172 0.8644
C 2.4528 1.6746 1.9289
C 3.5524 1.1102 2.8351
O 3.8306 2.0172 3.9111
C 4.5667 1.3081 4.8884
H 2.7079 4.4366 1.0816
H 4.1829 3.9796 0.2586
H 4.1131 3.8670 1.9782
H 1.8907 0.8638 1.4056
H 1.7544 2.2580 2.5460
H 4.4305 0.9314 2.2633
H 3.2578 0.1650 3.2745
H 4.0206 0.4405 5.2248
H 4.9234 1.9847 5.6056
H 5.4246 0.8449 4.4017
C 3.7036 -3.1723 1.9177
O 2.2878 -3.1829 1.8676
C 1.7742 -3.0520 3.1515
C 0.3877 -2.4722 3.0200
O 0.4574 -1.1075 2.7925
C -0.7906 -0.4865 2.4318
H 4.1159 -3.6222 0.9791
H 4.0678 -3.7998 2.7532
H 4.0706 -2.0843 2.0504
H 2.4035 -2.2957 3.7417
H 1.8551 -4.0316 3.6734
H -0.2072 -2.6555 3.9707
H -0.1230 -2.9825 2.1866
H -0.9223 -0.7239 1.3137
H -0.6550 0.5753 2.6852
H -1.7081 -0.7454 2.9287

These are the Löwdin partial charges, in e, on atoms 1 to 4: number 1, C, carries -0.05; number 2, C, carries -0.54; number 3, C, carries -0.08; number 4, O, carries -0.07

# 3
C22H56O33P5V | ωB97M-V with the def2-TZVPD basis set

- HOMO energy (Eh) = -0.059
- orbital gap (Eh) = 0.175
- net charge = -2
- max |F| (Eh/bohr) = 0.1703

CARTESIAN COORDINATES (ANGSTROEM)
O 15.7780 -19.0175 19.5030
V 17.3076 -19.4626 19.4884
O 17.3039 -20.8294 18.6598
O 19.7089 -16.3739 20.1854
C 18.9051 -16.8106 21.1610
O 17.9250 -17.5033 20.9192
O 19.0687 -16.6172 22.3746
H 19.2756 -16.6021 19.3597
O 18.5777 -21.5463 23.2656
C 17.8506 -20.5850 22.6575
O 17.3546 -20.7966 21.5256
O 17.5671 -19.4640 23.2004
H 18.4558 -22.0911 22.4846
O 17.1657 -15.9237 17.6087
C 17.7018 -17.0519 17.2113
O 17.8990 -17.9460 18.0611
O 18.2138 -17.0936 16.0857
H 17.5068 -15.4256 16.8623
C 22.2329 -18.5724 21.3724
O 21.7559 -19.8562 21.7027
P 20.8702 -20.5249 20.5260
O 19.7509 -19.7332 19.9126
O 21.9567 -21.0205 19.4651
C 21.5751 -21.4531 18.1474
O 20.3243 -21.9433 21.0964
C 21.0170 -22.8317 21.9970
H 23.2703 -18.5285 21.7040
H 21.6586 -17.7583 21.8147
H 22.2995 -18.4219 20.2949
H 21.6079 -20.6927 17.3671
H 20.5704 -21.8596 18.0320
H 22.2227 -22.1769 17.6525
H 20.5221 -23.2376 22.8793
H 21.8120 -22.2396 22.4503
H 21.4419 -23.7424 21.5747
C 18.1878 -23.6944 19.5134
O 18.2244 -24.8003 18.7435
P 19.5775 -25.7172 18.7705
O 20.8317 -25.2076 18.1571
O 19.6947 -26.0238 20.3807
C 20.7197 -26.8698 20.8985
O 19.0176 -27.1282 18.1860
C 17.8588 -27.8043 18.5841
H 17.1353 -23.4247 19.4252
H 18.9487 -22.9148 19.4756
H 18.3520 -24.1283 20.4997
H 21.3712 -26.5476 21.7108
H 21.2784 -27.4294 20.1483
H 20.1664 -27.7422 21.2463
H 17.4122 -27.2657 19.4199
H 18.1554 -28.7487 19.0403
H 17.1539 -27.8417 17.7536
C 13.5134 -16.4676 19.1353
O 12.7547 -16.8011 17.9370
P 11.5214 -15.9143 17.4397
O 11.5675 -14.4310 17.4056
O 11.1915 -16.6743 16.0703
C 11.5740 -16.2317 14.7916
O 10.2783 -16.4957 18.3568
C 8.9207 -16.5332 17.8543
H 13.2157 -16.8571 20.1088
H 13.4282 -15.3928 19.2954
H 14.5867 -16.6335 19.0419
H 10.5572 -15.9933 14.4796
H 12.1711 -16.9104 14.1826
H 12.1264 -15.2922 14.8108
H 8.4582 -17.5115 17.7238
H 8.7449 -15.8438 17.0286
H 8.2883 -16.2170 18.6839
C 14.5962 -19.5980 16.0566
O 14.9593 -20.6347 15.2372
P 13.8647 -21.5007 14.3383
O 12.5013 -20.9388 14.3493
O 14.5159 -21.6834 12.8193
C 14.0749 -22.6538 11.9059
O 13.9992 -22.8895 15.1550
C 13.2921 -24.0814 14.8772
H 13.7602 -18.9728 15.7430
H 15.4480 -18.9510 16.2661
H 14.4459 -20.0612 17.0317
H 13.4558 -23.4347 12.3476
H 14.8450 -23.2112 11.3727
H 13.4419 -22.0815 11.2277
H 12.9965 -24.6011 15.7886
H 13.7265 -24.8474 14.2347
H 12.3272 -23.8284 14.4377
C 14.9573 -22.7543 21.2993
O 14.1671 -23.8967 20.9160
P 14.7186 -25.4535 20.8788
O 15.4794 -25.9091 22.0822
O 13.3624 -26.3057 20.4905
C 12.4988 -26.8321 21.5402
O 15.5097 -25.5772 19.5206
C 15.0146 -24.9585 18.2911
H 15.7954 -23.1158 21.8951
H 14.4427 -21.9972 21.8910
H 15.4960 -22.3069 20.4640
H 11.4593 -26.5651 21.3495
H 12.8756 -26.5692 22.5287
H 12.5001 -27.9216 21.5077
H 15.9426 -24.7795 17.7480
H 14.5801 -23.9838 18.5133
H 14.2938 -25.4928 17.6723
O 19.3505 -24.4480 15.0146
C 18.2017 -24.1819 15.3359
O 17.1276 -24.9817 15.1692
C 17.1436 -26.0996 14.3669
C 17.2325 -25.5833 12.8890
C 17.8663 -22.9049 15.8020
H 16.3337 -26.8096 14.5341
H 18.0484 -26.6954 14.4872
H 17.3711 -26.4113 12.1937
H 17.9490 -24.7834 12.7020
H 16.2760 -25.1711 12.5678
H 18.1566 -22.7682 16.8437
H 16.8424 -22.5509 15.6826
H 18.3657 -22.1799 15.1593

These are the Löwdin partial charges, in e, on atoms 1 to 4: number 1, O, carries -0.32; number 2, V, carries 0.98; number 3, O, carries -0.37; number 4, O, carries 0.08

# 4
C22H57B4ClN6O9 | ωB97M-V with the def2-TZVPD basis set

- HOMO energy (Eh) = -0.304
- orbital gap (Eh) = 0.297
- net charge = 0
- max |F| (Eh/bohr) = 0.0621

CARTESIAN COORDINATES (ANGSTROEM)
C 2.0980 1.2442 -1.7384
N 2.6688 2.0887 -2.8052
C 3.5392 3.1373 -2.2702
B 1.6830 2.5821 -3.7495
O 1.4027 1.8252 -4.8777
B 0.8040 4.0395 -3.5910
O -0.5308 4.0686 -3.9769
B -1.3336 4.4882 -2.9410
C -2.6484 3.7988 -2.4872
C -3.0095 2.5043 -3.2275
C -1.8336 1.5595 -3.3513
Cl -2.3519 -0.1373 -3.5102
O -0.9067 5.6296 -2.2322
B 0.4332 5.5946 -2.0445
O 0.9505 5.8666 -0.7447
C 0.5813 4.9438 0.0449
N 0.1745 4.0639 0.7045
O 1.2947 5.2376 -3.0368
H 2.7512 1.2119 -0.8839
H 1.9687 0.2303 -2.0932
H 1.1161 1.5943 -1.4133
H 3.8226 3.7965 -3.0773
H 4.4261 2.6865 -1.8553
H 3.0551 3.7452 -1.5030
H 1.1108 0.9519 -4.5917
H -2.6657 3.6231 -1.4195
H -3.4509 4.5096 -2.6685
H -3.4428 2.7071 -4.1964
H -3.7778 2.0066 -2.6520
H -1.0988 1.6585 -2.5640
H -1.3336 1.7898 -4.2761
C -2.5293 2.1212 3.9436
C -1.6593 2.4425 2.7318
C -1.3616 1.2243 1.8465
O -0.3841 0.3374 2.3688
C -0.8569 -0.6042 3.3137
N -0.4315 3.0939 3.1834
H -1.9684 1.6149 4.7289
H -2.9234 3.0409 4.3749
H -3.3781 1.4911 3.6664
H -2.2136 3.1571 2.1151
H -0.9470 1.5896 0.9035
H -2.2797 0.6723 1.5999
H -1.8761 -0.9310 3.0874
H -0.8118 -0.2030 4.3293
H -0.1963 -1.4706 3.2693
H 0.0932 3.3962 2.3662
H 0.1599 2.3784 3.5984
C 1.4063 -2.1469 1.0292
C 0.3314 -2.4658 -0.0019
C 0.1414 -3.9642 -0.2833
O 1.1464 -4.5343 -1.1017
C 2.3337 -4.9064 -0.4299
N 0.6278 -1.7163 -1.2227
H 2.4161 -2.2571 0.6331
H 1.2987 -1.1140 1.3595
H 1.3168 -2.7926 1.9065
H -0.6168 -2.0913 0.3985
H -0.7924 -4.0845 -0.8385
H 0.0351 -4.5380 0.6483
H 2.1293 -5.2655 0.5830
H 3.0440 -4.0767 -0.3906
H 2.7958 -5.7134 -0.9987
H -0.1397 -1.8377 -1.8783
H 1.4121 -2.1752 -1.6783
C -2.9669 -6.6126 -2.9140
C -3.6379 -5.5789 -2.0153
C -5.1622 -5.5069 -2.1874
O -5.5939 -4.8332 -3.3523
C -5.5967 -5.6107 -4.5353
N -2.9968 -4.2786 -2.2324
H -2.8906 -6.2723 -3.9460
H -1.9528 -6.8085 -2.5666
H -3.5131 -7.5580 -2.9036
H -3.4482 -5.8779 -0.9798
H -5.5691 -4.9298 -1.3529
H -5.6143 -6.5061 -2.1337
H -5.8551 -6.6537 -4.3323
H -4.6310 -5.5613 -5.0435
H -6.3469 -5.1897 -5.2039
H -3.3723 -3.6099 -1.5648
H -3.3165 -3.9288 -3.1316
C 3.5257 2.7876 6.0076
C 3.2970 1.5353 5.1672
C 4.5905 0.9074 4.6280
O 5.1645 1.5876 3.5294
C 5.9633 2.7074 3.8625
N 2.3508 1.8515 4.0941
H 3.7574 3.6575 5.3942
H 2.6265 3.0274 6.5742
H 4.3410 2.6420 6.7193
H 2.8294 0.7896 5.8172
H 4.3504 -0.0919 4.2552
H 5.3323 0.7793 5.4276
H 6.5002 2.5550 4.8030
H 5.3627 3.6179 3.9233
H 6.6920 2.8414 3.0634
H 2.1160 0.9959 3.5945
H 2.8463 2.4082 3.4027

These are the Löwdin partial charges, in e, on atoms 1 to 4: number 1, C, carries -0.05; number 2, N, carries -0.11; number 3, C, carries -0.07; number 4, B, carries -0.42